1.
{
  "formula": "C3H9BN2O",
  "method": "the ωB97M-V functional and the def2-TZVPD basis",
  "s2": 2.00,
  "e_above_lowest_kj_mol": 31.1,
  "multiplicity": 3,
  "homo_lumo_gap_ev": [6.424, 9.502],
  "energy_ha": -329.0895,
  "elements": ["B", "C", "C", "C", "N", "N", "O", "H", "H", "H", "H", "H", "H", "H", "H", "H"],
  "positions_angstrom": [[0.888, -0.403, -0.037], [-1.750, -0.652, -0.344], [1.433, 1.062, 0.106], [1.630, -1.607, 0.759], [-3.839, 0.208, 0.155], [-2.428, 0.346, 0.196], [-2.099, -1.739, -0.720], [1.121, 1.800, -0.694], [2.579, 1.129, 0.093], [0.957, 1.597, 0.913], [2.776, -1.585, 0.719], [1.292, -2.612, 0.872], [1.562, -1.067, 1.763], [-4.050, 0.015, -0.748], [-4.236, -0.532, 0.758], [-2.013, 1.094, 0.706]]
}

---

2.
{
  "formula": "C4H13N3O",
  "method": "the ωB97M-V functional and the def2-TZVPD basis",
  "e_above_lowest_kj_mol": 681.5,
  "homo_lumo_gap_ev": [7.162, 7.160],
  "energy_ha": -399.4877,
  "elements": ["C", "C", "C", "C", "N", "N", "N", "O", "H", "H", "H", "H", "H", "H", "H", "H", "H", "H", "H", "H", "H"],
  "positions_angstrom": [[-1.113, -0.819, -0.056], [-1.111, -0.375, -1.432], [0.990, 0.990, -0.674], [0.231, 2.169, -0.159], [0.376, -0.673, 0.456], [1.223, -1.685, -0.084], [0.495, -0.774, 1.883], [-1.897, -0.013, 0.796], [-1.958, -0.455, 1.652], [-1.321, -1.888, 0.099], [1.199, -1.530, -1.090], [0.797, -2.597, 0.093], [0.327, 0.157, 2.251], [1.454, -1.037, 2.090], [-1.703, 0.502, -1.653], [-1.106, -1.136, -2.204], [1.938, 0.805, -0.176], [1.067, 0.900, -1.744], [-0.188, 1.990, 0.835], [0.902, 3.034, -0.074], [-0.601, 2.432, -0.808]]
}

---

3.
{
  "formula": "C10H11NS2",
  "method": "the ωB97M-V functional and the def2-TZVPD basis",
  "e_above_lowest_kj_mol": 328.6,
  "homo_lumo_gap_ev": 9.313,
  "smiles": "c1ccc(CSC2=NCCS2)cc1",
  "energy_ha": -1238.6418,
  "elements": ["C", "C", "C", "C", "C", "C", "C", "C", "C", "C", "H", "H", "H", "H", "H", "H", "H", "H", "H", "H", "H", "N", "S", "S"],
  "positions_angstrom": [[0.431, 0.959, -1.170], [-1.891, 0.489, -0.008], [-3.796, -0.506, 0.756], [-2.972, -1.686, 0.159], [1.626, 0.382, -0.423], [2.347, -0.692, -1.058], [3.376, -1.293, -0.422], [4.121, -0.735, 0.628], [3.428, 0.371, 1.247], [2.095, 0.754, 0.856], [-0.370, 0.299, -1.708], [0.872, 1.699, -1.872], [-4.947, -0.909, 0.422], [-3.664, -0.527, 1.901], [-3.078, -2.561, 0.883], [-3.352, -1.892, -0.781], [1.830, -1.066, -2.007], [3.774, -2.275, -0.883], [5.379, -1.084, 0.730], [3.942, 0.709, 2.094], [1.552, 1.578, 1.513], [-3.182, 0.644, 0.163], [-0.781, 2.010, -0.151], [-1.235, -1.180, -0.150]]
}

---

4.
{
  "formula": "C4H20N2O5",
  "method": "the ωB97M-V functional and the def2-TZVPD basis",
  "e_above_lowest_kj_mol": 131.8,
  "homo_lumo_gap_ev": 9.369,
  "smiles": "NCCNCCO.O.O.O.O",
  "energy_ha": -650.0570,
  "elements": ["N", "C", "C", "N", "C", "C", "O", "H", "H", "H", "H", "H", "H", "H", "H", "H", "H", "H", "H", "H", "H", "O", "H", "H", "O", "H", "H", "O", "H", "H", "O"],
  "positions_angstrom": [[2.314, 0.537, 0.693], [1.929, -0.874, 0.355], [1.339, -1.617, 1.520], [-0.081, -1.556, 1.682], [-0.663, -0.212, 1.564], [-2.192, -0.400, 1.729], [-2.909, 0.665, 1.070], [-2.338, 1.111, 0.451], [1.865, 1.131, -0.007], [1.921, 0.825, 1.583], [1.181, -0.846, -0.482], [2.826, -1.345, 0.019], [1.789, -1.257, 2.484], [1.595, -2.685, 1.554], [-0.441, -2.117, 2.469], [-0.321, 0.193, 0.629], [-0.288, 0.535, 2.329], [-2.516, -1.316, 1.247], [-2.499, -0.416, 2.779], [-0.333, 2.195, -1.250], [1.042, 2.766, -1.060], [0.315, 2.240, -0.543], [2.430, 1.811, -3.033], [0.904, 2.167, -3.047], [1.710, 2.204, -2.532], [-0.727, -0.524, -2.384], [0.488, 0.428, -1.933], [-0.122, 0.160, -2.683], [-2.197, -2.562, -1.259], [-0.894, -1.947, -0.673], [-1.648, -1.783, -1.280]]
}

---

5.
{
  "formula": "CH5LaO2",
  "method": "the ωB97M-V functional and the def2-TZVPD basis",
  "homo_lumo_gap_ev": [5.415, 5.418],
  "energy_ha": -222.9651,
  "elements": ["C", "H", "H", "H", "O", "La", "H", "O", "H"],
  "positions_angstrom": [[-0.637, 0.532, 1.981], [-1.648, 0.926, 2.164], [-0.695, -0.563, 2.102], [0.052, 0.929, 2.745], [2.070, 1.343, -0.610], [1.379, -1.000, -1.995], [2.825, 1.455, -0.024], [-0.251, 0.900, 0.681], [0.800, 1.522, 0.535]]
}

---

6.
{
  "formula": "C5H8O",
  "method": "the ωB97M-V functional and the def2-TZVPD basis",
  "e_above_lowest_kj_mol": 428.4,
  "homo_lumo_gap_ev": 9.123,
  "energy_ha": -270.3947,
  "elements": ["C", "C", "C", "C", "O", "C", "H", "H", "H", "H", "H", "H", "H", "H"],
  "positions_angstrom": [[1.569, -0.234, 0.755], [1.360, 0.233, -0.471], [-0.922, 0.148, -0.896], [-1.298, -0.815, 0.191], [-1.204, 0.298, 1.135], [-1.048, 1.105, 0.037], [1.490, -1.309, 0.904], [1.897, 0.390, 1.562], [1.557, -0.548, -1.162], [1.371, 1.259, -0.824], [-0.878, 0.066, -1.968], [-0.677, -1.661, 0.499], [-2.341, -1.104, 0.073], [-0.875, 2.170, 0.165]]
}

---

7.
{
  "formula": "C11H20FN2O",
  "method": "the ωB97M-V functional and the def2-TZVPD basis",
  "charge": 1,
  "homo_lumo_gap_ev": 7.557,
  "smiles": "C=C(CC)/C(F)=C(/[NH+]=C(/C)N(C)C)OC",
  "energy_ha": -715.3642,
  "elements": ["C", "C", "C", "C", "C", "C", "C", "C", "C", "C", "C", "N", "N", "O", "F", "H", "H", "H", "H", "H", "H", "H", "H", "H", "H", "H", "H", "H", "H", "H", "H", "H", "H", "H", "H"],
  "positions_angstrom": [[1.558, -4.185, 0.016], [1.604, -2.879, -0.347], [0.330, -2.238, -0.152], [-0.063, -0.815, -0.263], [-2.077, 0.631, -0.068], [-3.587, 0.605, -0.205], [3.242, -1.145, 0.687], [-2.292, 2.815, 0.643], [-0.362, 1.404, 1.669], [0.626, 0.714, -1.849], [2.857, -2.023, -0.571], [-1.525, 1.570, 0.741], [-1.461, -0.535, -0.373], [0.821, 0.116, -0.540], [-0.805, -2.910, 0.074], [2.489, -4.824, -0.070], [0.622, -4.503, 0.264], [-3.959, 1.237, -1.077], [-4.158, 0.925, 0.667], [-3.934, -0.305, -0.524], [4.084, -0.452, 0.277], [3.641, -1.956, 1.435], [2.307, -0.630, 0.992], [-2.561, 3.097, -0.374], [-3.298, 2.891, 1.169], [-1.746, 3.483, 1.173], [-0.770, 1.874, 2.505], [-0.358, 0.365, 1.768], [0.421, 1.864, 1.181], [1.225, 1.660, -1.966], [-0.324, 1.083, -2.021], [0.715, 0.043, -2.733], [2.639, -1.414, -1.432], [3.579, -2.722, -0.851], [-2.114, -1.142, -0.830]]
}